{
  "formula": "C2H6N5P",
  "method": "ωB97M-V with the def2-TZVPD basis set",
  "symbols": ["C", "C", "N", "N", "N", "N", "N", "P", "H", "H", "H", "H", "H", "H"],
  "xyz": [[-1.15306, 0.89748, -0.00754], [-0.06810, -0.29148, -0.02647], [-2.00494, 0.59460, -0.92080], [-0.55507, -1.16430, -0.83098], [-1.65641, -0.65689, -1.36357], [-0.89576, 1.98595, 0.73982], [2.17680, -1.61320, 0.39167], [1.30163, -0.34572, 1.02002], [-2.39816, -1.21138, -1.84339], [-0.28127, 1.61550, 1.53775], [-1.36917, 2.81187, 0.67881], [2.16645, -1.74578, -0.60545], [3.13456, -1.78886, 0.65094], [1.60250, 0.91220, 0.57920]],
  "atomic_forces_ev_per_a": [[3.296, -3.264, -1.247], [-4.063, 2.276, -0.296], [-0.852, -0.300, 0.285], [-0.230, -1.118, -0.501], [-1.291, 0.388, -0.920], [2.856, -3.474, 1.881], [0.891, -0.390, -1.113], [0.083, -0.618, 2.559], [1.454, 0.648, 0.721], [-1.619, 2.178, -1.212], [-1.339, 2.271, 0.315], [-0.441, 0.068, -0.476], [-0.077, 0.185, 0.789], [1.331, 1.149, -0.786]],
  "lowdin_charge": [-0.400, -0.493, 0.068, 0.011, -0.118, 0.114, -0.240, 0.770, 0.160, 0.096, 0.059, 0.030, 0.031, -0.088],
  "largest_force_ev_per_a": 4.88,
  "homo_energy_ev": -7.85,
  "smiles": "NPc1n[nH]nc1N",
  "de_lowest_kj_mol": 0.0,
  "orbital_gap_ha": 0.3252
}

{
  "formula": "C2H6NO",
  "method": "ωB97M-V with the def2-TZVPD basis set",
  "symbols": ["C", "N", "C", "O", "H", "H", "H", "H", "H", "H"],
  "xyz": [[-0.10667, 0.74641, -0.96010], [0.79726, -0.12534, -0.23584], [-0.14223, -0.86117, 0.86244], [-0.96276, -0.01636, 1.44087], [-0.53722, 0.24757, -1.84980], [0.51864, 1.53966, -1.32678], [-0.72484, 1.32853, -0.27332], [1.25726, 0.28022, 0.55261], [0.57412, -1.41606, 1.60032], [-0.67355, -1.72345, 0.18960]],
  "atomic_forces_ev_per_a": [[1.543, 1.131, 0.255], [-1.265, -2.674, 1.282], [-0.961, -1.263, -1.035], [0.339, -0.556, 0.187], [-0.270, 0.118, 0.817], [0.548, 0.561, -0.962], [-1.038, -0.743, -0.211], [0.750, 1.750, -0.309], [-0.406, 0.565, -1.093], [0.761, 1.112, 1.069]],
  "lowdin_charge": [-0.237, -0.152, -0.587, -0.347, 0.067, 0.031, 0.051, 0.028, 0.071, 0.077],
  "total_charge": -1,
  "largest_force_ev_per_a": 3.22,
  "homo_energy_ev": -2.49,
  "smiles": "CNC[O-]",
  "de_lowest_kj_mol": 82.7,
  "orbital_gap_ha": 0.2699
}

{
  "formula": "C2H6NO",
  "method": "ωB97M-V with the def2-TZVPD basis set",
  "symbols": ["O", "C", "C", "N", "H", "H", "H", "H", "H", "H"],
  "xyz": [[-0.23352, -0.68799, 1.26280], [-0.17936, -1.02279, 0.09718], [0.18972, -0.02093, -0.94422], [0.11091, 1.31161, -0.26024], [-0.26970, -2.06830, -0.15962], [1.30197, -0.16686, -1.14294], [-0.30860, -0.14474, -1.99199], [-0.70513, 1.90117, -0.48667], [0.18131, 1.04703, 0.75315], [0.89921, 1.93258, -0.46682]],
  "atomic_forces_ev_per_a": [[-0.087, 0.125, -0.820], [0.132, -0.322, 1.624], [1.265, 0.120, -2.327], [0.232, 0.771, -0.477], [-0.184, -0.421, -0.471], [-1.290, -0.094, 0.124], [0.524, 0.630, 2.158], [-0.069, -0.687, 0.412], [-0.638, 0.230, -0.097], [0.114, -0.352, -0.125]],
  "lowdin_charge": [0.085, -0.189, -0.092, 0.180, 0.143, 0.168, 0.184, 0.189, 0.156, 0.177],
  "total_charge": 1,
  "largest_force_ev_per_a": 2.65,
  "homo_energy_ev": -15.88,
  "smiles": "[NH3+]CC=O",
  "de_lowest_kj_mol": 30.3,
  "orbital_gap_ha": 0.4249
}

{
  "formula": "C2H6NO2",
  "method": "ωB97M-V with the def2-TZVPD basis set",
  "symbols": ["C", "C", "N", "O", "O", "H", "H", "H", "H", "H", "H"],
  "xyz": [[-1.59626, -0.43633, 1.02800], [0.27854, -1.74522, 0.35946], [-0.41948, -0.58106, 0.25625], [-0.53484, 0.27962, -0.70231], [1.33915, -2.07071, -0.19528], [-1.63285, -0.90420, 2.02500], [-1.68538, 0.70207, 1.10859], [-2.46253, -0.74041, 0.40051], [-1.93084, -3.89981, -0.24070], [-0.22765, -2.43601, 1.23615], [-2.15270, -4.16904, 0.48218]],
  "atomic_forces_ev_per_a": [[-1.717, 1.508, 0.787], [-0.258, 0.082, 1.467], [0.024, -2.730, 1.495], [1.393, 1.304, -2.467], [-0.828, -0.065, -0.052], [0.182, -0.047, -0.344], [-0.085, -1.510, 0.354], [0.156, 0.028, 0.434], [-0.499, -0.604, 1.664], [1.160, 1.446, -1.659], [0.473, 0.589, -1.679]],
  "lowdin_charge": [-0.163, -0.423, -0.404, -0.266, -0.114, 0.058, 0.091, 0.071, 0.023, 0.114, 0.014],
  "total_charge": -1,
  "largest_force_ev_per_a": 3.12,
  "homo_energy_ev": -2.03,
  "de_lowest_kj_mol": 435.7,
  "orbital_gap_ha": 0.2399
}

{
  "formula": "C2H6NO2",
  "method": "ωB97M-V with the def2-TZVPD basis set",
  "symbols": ["C", "O", "H", "H", "H", "C", "N", "O", "H", "H", "H"],
  "xyz": [[-1.05516, -0.63809, -2.79358], [-0.42170, 0.07190, -1.81544], [-2.02112, -1.03134, -2.46968], [-1.30121, 0.05098, -3.61629], [-0.38134, -1.32974, -3.31354], [0.30403, 0.04797, 1.82290], [0.76550, -0.13995, 0.60948], [0.67968, 0.81720, 2.73440], [-0.63848, -0.51002, 2.02510], [-0.25833, -0.17815, -0.86491], [1.53885, 0.47738, 0.37653]],
  "atomic_forces_ev_per_a": [[-0.152, 0.380, -0.457], [0.546, 1.718, -0.001], [0.057, -0.714, -0.079], [-0.132, 0.243, 0.154], [-0.248, -0.784, 0.373], [-0.292, 0.767, 0.072], [-0.558, -0.531, -0.593], [0.288, -0.056, 0.130], [0.125, -0.326, -0.050], [0.233, -0.798, 0.042], [0.134, 0.101, 0.409]],
  "lowdin_charge": [-0.253, -0.175, 0.065, 0.059, 0.062, -0.645, -0.039, -0.179, 0.073, 0.020, 0.012],
  "total_charge": -1,
  "largest_force_ev_per_a": 1.80,
  "homo_energy_ev": -3.70,
  "de_lowest_kj_mol": 149.6,
  "orbital_gap_ha": 0.2821
}

{
  "formula": "C2H6NO2P",
  "method": "ωB97M-V with the def2-TZVPD basis set",
  "symbols": ["C", "C", "N", "O", "O", "P", "H", "H", "H", "H", "H", "H"],
  "xyz": [[0.97151, 0.62837, 0.65149], [-2.41162, -0.37086, -0.31824], [0.52487, 1.65461, -0.03906], [-2.07938, 0.19941, -1.34163], [1.57143, -1.93780, 0.74269], [1.16516, -0.87355, -0.41560], [-1.81071, -0.32538, 0.60114], [-3.16906, -1.22951, -0.29772], [0.68399, 1.98814, -1.04375], [0.03002, 2.29743, 0.59212], [2.01248, -1.58135, 1.62765], [2.51132, -0.44952, -0.75908]],
  "atomic_forces_ev_per_a": [[-1.194, -1.045, -1.575], [0.712, -1.375, -1.533], [0.092, 1.568, 0.562], [-0.919, -0.403, 1.491], [1.189, -0.086, 3.037], [1.732, 1.015, 0.806], [-0.079, 0.596, 0.233], [0.265, 1.231, -0.212], [-0.733, -1.181, 1.583], [0.740, 0.503, -1.009], [-1.454, -0.741, -2.984], [-0.350, -0.084, -0.399]],
  "lowdin_charge": [-0.359, -0.158, -0.083, -0.055, -0.495, 0.723, 0.054, 0.096, 0.138, 0.086, 0.110, -0.059],
  "largest_force_ev_per_a": 3.40,
  "homo_energy_ev": -8.18,
  "smiles": "NC#[PH]O.C=O",
  "de_lowest_kj_mol": 411.5,
  "orbital_gap_ha": 0.3195
}

{
  "formula": "C2H6NO3",
  "method": "ωB97M-V with the def2-TZVPD basis set",
  "symbols": ["O", "C", "O", "C", "N", "H", "H", "H", "H", "H", "H", "O"],
  "xyz": [[1.19753, 1.40778, -0.73709], [0.92525, 0.19375, -0.36252], [0.82841, -0.19527, 0.87368], [0.37280, -0.84680, -1.44910], [-1.00039, -1.56980, -1.07446], [0.00695, -0.38559, -2.30752], [0.95728, -1.84854, -1.61789], [-1.80164, -0.93556, -1.14412], [-0.96168, -1.87246, -0.10338], [-1.34793, 1.88395, 2.09312], [-0.85955, 0.43777, 1.99986], [-1.62332, 0.99091, 2.29726]],
  "atomic_forces_ev_per_a": [[-0.374, -3.496, 0.326], [-1.118, 1.931, 1.456], [0.320, 0.292, -2.465], [-1.284, -3.187, 2.479], [1.103, 0.732, 0.118], [0.577, 0.996, -1.856], [-0.228, 2.496, 0.064], [0.617, 0.064, 0.158], [0.142, 0.245, -0.061], [0.198, 0.136, -0.162], [-0.324, 0.498, -0.078], [0.371, -0.708, 0.022]],
  "lowdin_charge": [-0.140, -0.634, -0.158, -0.149, -0.061, 0.045, 0.114, 0.034, 0.025, 0.015, 0.013, -0.104],
  "total_charge": -1,
  "largest_force_ev_per_a": 4.24,
  "homo_energy_ev": -4.39,
  "de_lowest_kj_mol": 120.7,
  "orbital_gap_ha": 0.3200
}

{
  "formula": "C2H6NO3",
  "method": "ωB97M-V with the def2-TZVPD basis set",
  "symbols": ["O", "C", "N", "C", "O", "H", "H", "H", "H", "H", "H", "O"],
  "xyz": [[0.51900, -0.93451, -0.19798], [-0.03831, 0.30192, -0.60734], [-1.46212, 0.27948, -0.30329], [-1.60780, 0.39628, 1.09934], [-0.79576, 0.87592, 1.90704], [0.20492, 0.33698, -1.69483], [0.51369, 1.14701, -0.21578], [-2.69150, 0.37373, 1.30844], [-1.40495, -0.69846, 0.49795], [1.46773, -0.94413, -0.74922], [3.06249, -1.23456, -0.94710], [2.61349, -0.62305, -1.54576]],
  "atomic_forces_ev_per_a": [[-0.352, 0.493, 0.343], [2.061, -1.284, -1.950], [0.598, -2.502, 2.586], [-0.105, 5.433, 1.294], [-1.033, -1.244, -0.564], [-1.069, 0.268, 0.285], [-0.267, 0.378, 0.796], [0.017, -0.615, 0.488], [0.203, -0.987, -3.262], [-0.044, 0.541, -0.428], [0.516, 0.127, -0.284], [-0.525, -0.609, 0.696]],
  "lowdin_charge": [-0.181, -0.366, 0.086, -0.484, -0.019, 0.114, 0.107, 0.122, 0.186, -0.003, -0.108, -0.456],
  "total_charge": -1,
  "largest_force_ev_per_a": 5.59,
  "homo_energy_ev": -3.90,
  "de_lowest_kj_mol": 480.3,
  "orbital_gap_ha": 0.2801
}